Density functional theory data (the ωB97M-V functional and the def2-TZVPD basis) for a 12-piece molecular cluster, C5H35NO13 overall in a non-equilibrium geometry.

Structure (ORCA input):
```
! wB97M-V def2-TZVPD RIJCOSX def2/J DEFGRID3
* xyz 0 1
C -2.372 1.387 2.141
C -0.891 1.238 1.608
N -1.086 1.344 0.101
C -0.196 0.633 -0.844
C 1.345 1.031 -0.710
O 2.094 0.016 -0.184
C -0.755 1.074 -2.209
O -1.347 0.072 -3.032
H -3.023 0.640 1.775
H -2.786 2.361 2.079
H -2.523 1.360 3.223
H -0.045 1.778 2.063
H -0.653 0.287 2.023
H -1.286 2.300 0.034
H -0.176 -0.449 -0.719
H 1.292 2.060 -0.129
H 1.729 1.473 -1.658
H 2.272 -0.563 -1.011
H -1.576 1.908 -2.244
H 0.030 1.577 -2.841
H -0.655 -0.541 -3.157
O 1.018 -1.488 -4.030
H 1.491 -0.792 -3.742
H 1.229 -2.315 -3.837
O -0.542 3.882 -1.959
H -0.266 3.802 -1.000
H -0.928 4.718 -1.915
O -0.900 -4.908 0.858
H -1.566 -4.651 0.286
H -1.212 -4.541 1.715
O 1.818 -2.530 -1.335
H 2.072 -3.352 -1.860
H 1.997 -3.058 -0.363
O 1.873 3.645 2.386
H 2.574 3.996 1.865
H 2.057 2.704 2.308
O 1.614 -3.920 0.994
H 0.805 -4.303 0.977
H 2.173 -4.616 1.101
O 2.590 0.980 2.450
H 2.958 0.715 3.235
H 2.170 0.131 2.067
O 0.058 4.357 0.620
H 0.600 4.134 1.444
H -0.818 4.445 1.083
O -2.663 -3.853 -0.816
H -2.186 -3.842 -1.640
H -2.776 -2.933 -0.535
O -3.224 -1.268 -0.270
H -3.613 -0.814 -1.040
H -2.333 -0.737 -0.189
O 1.392 -1.319 1.916
H 1.834 -2.141 1.981
H 1.311 -1.117 0.937
*
```

As for the energy above the lowest of the compared OMol25 structures with the same formula, charge and spin: 497.35 kJ/mol. The calculation puts the LUMO energy at -0.077 eV. The calculation puts the energy at -33857.6492 eV. The calculation puts the HOMO energy at -8.6 eV.